[1]
12
Properties=species:S:1:pos:R:3:mulliken_charge:R:1 method="wB97M-V/def2-TZVPD" energy_ha=-306.320466 e_homo_ev="-7.7 / -8.4" gap_ev="6.9 / 7.8" charge=0
C -1.279 -0.402 0.489 -0.63
C -0.069 -0.094 1.284 -0.74
C 0.670 1.193 -0.951 0.20
O -0.140 1.864 -1.513 -0.34
C 1.405 -0.090 -1.159 0.11
O 1.639 -0.847 -0.204 -0.42
H -1.953 0.459 0.398 0.27
H -1.015 -0.698 -0.552 0.21
H -1.824 -1.265 0.903 0.32
H 0.428 -0.883 1.837 0.27
H 0.166 0.928 1.573 0.39
H 1.972 -0.165 -2.107 0.35

[2]
12
Properties=species:S:1:pos:R:3:mulliken_charge:R:1 method="wB97M-V/def2-TZVPD" smiles=C#C[C@H](O)CO energy_ha=-306.318404 e_homo_ev=-10.4 gap_ev=10.8 charge=0
C -2.474 -0.382 -0.280 -0.26
C -1.278 -0.152 0.157 -0.40
C -0.106 0.568 0.606 0.28
O 0.594 1.534 -0.468 -0.58
C 1.066 -0.466 0.689 -0.51
O 1.411 -1.167 -0.534 -0.45
H -3.517 -0.793 -0.199 0.35
H -0.266 1.397 1.339 0.27
H 0.990 1.249 -1.275 0.34
H 1.997 0.316 0.668 0.29
H 0.985 -1.240 1.402 0.38
H 0.531 -1.268 -0.949 0.29

[3]
12
Properties=species:S:1:pos:R:3:mulliken_charge:R:1 method="wB97M-V/def2-TZVPD" energy_ha=-306.410463 e_homo_ev=-9.6 gap_ev=9.9 charge=0
O 1.342 -1.010 1.890 -0.49
C 0.697 -0.234 1.027 0.69
C -0.312 -0.727 0.036 -0.57
C -0.394 0.814 -0.263 0.55
O -1.078 1.511 -0.998 -0.58
C 0.617 1.086 0.753 -0.79
H 1.932 -0.463 2.423 0.34
H -1.439 -0.540 -3.092 0.11
H -1.197 -1.154 0.520 0.21
H 0.066 -1.425 -0.719 0.29
H -1.243 0.149 -2.890 -0.12
H 1.010 1.999 1.188 0.38

[4]
12
Properties=species:S:1:pos:R:3:mulliken_charge:R:1 method="wB97M-V/def2-TZVPD" smiles="CC(=O)O.C#C" energy_ha=-306.359377 e_homo_ev=-10.3 gap_ev=10.8 charge=0
C 0.421 0.384 -1.826 -0.83
C 0.380 1.130 -0.514 0.68
O 1.502 1.262 -0.022 -0.56
O -0.784 1.357 0.140 -0.48
H 1.447 0.020 -2.041 0.32
H -0.615 -0.180 -2.008 0.26
H 0.313 1.141 -2.770 0.25
H -0.675 1.552 1.188 0.35
C -0.539 -1.122 2.289 -0.35
C -0.574 -2.257 1.878 -0.38
H -0.371 -0.236 2.713 0.48
H -0.505 -3.049 0.973 0.26

[5]
12
Properties=species:S:1:pos:R:3:mulliken_charge:R:1 method="wB97M-V/def2-TZVPD" smiles="OC=C=CCO" energy_ha=-306.348468 e_homo_ev=-9.0 gap_ev=9.5 charge=0
O -2.481 0.292 -0.417 -0.43
C -1.659 -0.647 -0.853 0.02
C -0.403 -0.355 -1.268 -0.79
C 0.351 -0.409 -0.163 0.24
C 1.668 0.152 0.238 -0.46
O 1.425 1.337 0.993 -0.50
H -2.025 1.142 -0.566 0.43
H -2.044 -1.650 -0.689 0.40
H -0.159 -0.786 0.738 0.22
H 2.177 -0.600 0.859 0.24
H 2.305 0.432 -0.600 0.31
H 0.845 1.091 1.727 0.32

[6]
12
Properties=species:S:1:pos:R:3:mulliken_charge:R:1 method="wB97M-V/def2-TZVPD" smiles="CC1OC=CO1" energy_ha=-306.337214 e_homo_ev=-8.6 gap_ev=9.6 charge=0
C 1.265 -0.502 -0.580 -1.10
C -0.090 -0.173 -0.816 0.58
O -0.515 1.076 -0.594 -0.44
C -0.596 1.251 0.901 -0.42
C -1.184 0.066 1.188 -0.24
O -1.191 -0.762 0.130 -0.44
H 1.532 -0.116 0.354 0.37
H 1.963 -0.499 -1.507 0.32
H 1.445 -1.661 -0.433 0.29
H -0.365 -0.836 -1.848 0.19
H -0.757 2.349 1.162 0.27
H -1.505 -0.194 2.042 0.62

[7]
12
Properties=species:S:1:pos:R:3:mulliken_charge:R:1 method="wB97M-V/def2-TZVPD" smiles="O=CC[C@H]1CO1" energy_ha=-306.431149 e_homo_ev=-10.0 gap_ev=10.9 charge=0
O 2.143 -0.137 1.306 -0.47
C 1.706 0.196 0.229 0.05
C 0.656 -0.596 -0.514 -0.55
C -0.675 -0.484 0.225 0.01
C -1.510 0.717 0.108 -0.38
O -1.881 -0.499 -0.521 -0.43
H 2.079 1.117 -0.280 0.32
H 0.991 -1.642 -0.561 0.26
H 0.559 -0.162 -1.507 0.31
H -0.737 -1.063 1.147 0.37
H -2.117 1.045 0.952 0.26
H -1.214 1.506 -0.585 0.22

[8]
12
Properties=species:S:1:pos:R:3:mulliken_charge:R:1 method="wB97M-V/def2-TZVPD" energy_ha=-306.415869 e_homo_ev=-9.8 gap_ev=9.8 charge=0
O -0.380 1.070 -1.763 -0.56
C 0.160 1.466 -0.748 0.26
C 0.629 0.800 0.502 -0.56
C -0.061 -0.191 1.080 -0.21
C -0.491 -1.307 0.153 -0.31
O 0.373 -1.293 -0.949 -0.59
H 0.176 2.550 -0.533 0.32
H 1.429 1.302 1.016 0.37
H -0.066 -0.256 2.171 0.34
H -0.288 -2.229 0.714 0.30
H -1.542 -1.315 -0.160 0.27
H 0.046 -0.572 -1.516 0.38

[9]
12
Properties=species:S:1:pos:R:3:mulliken_charge:R:1 method="wB97M-V/def2-TZVPD" smiles="O=C[C@@H]1C[C@@H]1O" energy_ha=-306.442878 e_homo_ev=-9.7 gap_ev=10.5 charge=0
O 1.739 -0.443 2.078 -0.49
C 1.111 0.080 1.187 -0.11
C 0.516 -0.659 0.040 0.04
C 0.139 0.158 -1.179 -0.75
C -0.919 -0.298 -0.233 0.03
O -1.481 0.593 0.687 -0.52
H 0.944 1.175 1.169 0.28
H 0.842 -1.690 -0.078 0.38
H 0.202 -0.327 -2.149 0.25
H 0.411 1.213 -1.173 0.27
H -1.579 -1.101 -0.554 0.31
H -1.925 1.300 0.204 0.32

[10]
12
Properties=species:S:1:pos:R:3:mulliken_charge:R:1 method="wB97M-V/def2-TZVPD" energy_ha=-306.297671 e_homo_ev=-9.3 gap_ev=9.1 charge=0
O 2.304 -0.697 0.885 -0.45
C 1.848 0.148 0.176 0.24
O 0.585 0.128 -0.357 -0.31
C -0.227 -0.944 0.012 0.00
C -1.299 -1.207 -0.714 -0.60
C -0.441 1.787 0.795 -0.34
H 2.366 1.047 -0.177 0.37
H 0.084 -1.438 0.924 0.29
H -1.514 -0.641 -1.616 0.27
H -1.992 -1.979 -0.403 0.25
H -0.284 2.457 -0.078 0.17
H -1.431 1.337 0.553 0.13